DFT (ωB97M-V/def2-TZVPD) results for C7H12 in the gas phase in a non-equilibrium geometry.

Geometry (Å):
C (3.768, -0.015, 0.759)
C (2.561, -0.640, 0.348)
C (1.491, -1.149, 0.103)
C (0.371, -0.761, -0.720)
C (-0.689, -0.055, 0.126)
C (-1.951, 0.174, -0.674)
C (-3.077, 0.801, 0.155)
H (3.455, 0.676, 1.535)
H (4.267, 0.441, -0.096)
H (4.379, -0.818, 1.137)
H (0.067, -1.694, -1.125)
H (0.674, -0.101, -1.570)
H (-0.907, -0.682, 0.988)
H (-0.331, 0.909, 0.512)
H (-2.262, -0.791, -1.072)
H (-1.702, 0.814, -1.522)
H (-3.345, 0.166, 1.002)
H (-2.786, 1.775, 0.555)
H (-3.979, 0.949, -0.441)

Results
* gap between HOMO and LUMO: 10.16 eV
* electronic energy: -273.82245 Ha
* structure (SMILES): CC#CCCCC
* multiplicity: 1
* energy relative to the best compared isomer or geometry (same formula, charge and spin): 2.343 eV